Density functional theory data (ωB97M-V with the def2-TZVPD basis set) for a structure of composition C27H37AsN3O4PPbS4Se2 at a distorted geometry.

Structure (XYZ):
```
80
Properties=species:S:1:pos:R:3:forces:R:3
Pb 7.66841 14.74808 11.07856 -0.59 -0.03 0.76
S 4.23900 14.02662 17.74271 -0.17 0.39 0.52
As 4.43340 12.84395 16.09880 0.62 -1.50 -0.44
S 12.15905 18.24916 17.96029 0.18 0.56 0.29
S 4.65172 13.66859 14.21671 -0.16 -0.03 0.14
S 4.67717 10.73811 16.35756 -0.23 1.18 -0.22
C 6.92969 10.21872 7.05199 0.37 -0.90 1.80
O 7.64666 8.97773 7.25188 0.69 -0.16 0.72
C 8.48498 8.75307 8.37479 -0.60 0.03 -0.29
C 9.61861 9.49257 8.69440 -0.05 2.54 -2.37
C 10.46927 9.26538 9.72500 0.78 0.42 0.63
C 10.19063 8.21852 10.59803 0.75 -0.35 -0.90
C 9.16037 7.34222 10.24924 -0.12 0.23 0.32
C 8.29029 7.63343 9.15734 0.13 -0.84 1.13
N 11.27474 7.90697 11.50350 -0.35 1.26 1.69
N 11.73688 8.82296 12.25581 0.02 -1.34 -0.71
C 11.18744 10.14346 12.32162 1.09 -1.07 -0.26
C 12.03855 11.16148 12.02504 0.27 0.92 -1.07
C 11.55353 12.42677 11.62897 0.55 0.23 -0.20
C 10.19978 12.70349 11.64677 -0.54 1.52 -0.40
O 9.69441 13.85099 11.22929 1.29 -0.90 0.08
C 9.35561 11.71741 12.23219 -0.24 -0.52 0.63
N 8.10374 12.11873 12.54644 -0.22 0.00 -0.34
C 7.31388 11.26216 13.13760 -0.99 0.93 0.65
C 7.72903 9.98196 13.48845 -1.52 -0.74 0.50
C 8.97738 9.56021 13.20752 -0.05 -1.11 0.30
C 9.85812 10.42877 12.56634 -1.30 0.94 -0.11
H 6.48876 10.20618 6.09869 -0.29 -0.33 -1.36
H 7.53000 11.08193 7.15606 1.02 0.88 0.01
H 6.13064 10.33850 7.77128 -0.26 -0.23 0.40
H 9.87983 10.36303 8.05585 -0.36 -0.62 0.27
H 11.39001 9.89743 9.86976 -1.31 -0.73 -0.28
H 9.03994 6.44971 10.88679 -0.20 0.45 -0.57
H 7.46898 6.94755 8.96903 0.06 0.16 -0.10
H 13.07525 10.94289 11.83241 0.32 -0.15 0.19
H 12.20120 13.21275 11.21411 -0.11 -0.51 0.38
H 6.31359 11.61933 13.48384 0.81 -0.25 -0.56
H 6.97802 9.35561 13.98920 0.56 0.17 -0.11
H 9.26127 8.55768 13.53814 0.23 0.31 -0.28
O 4.74706 18.49947 10.04819 0.01 0.08 -2.24
C 5.50915 18.63307 8.81014 -0.69 1.05 0.30
C 6.53144 17.56299 8.44945 0.27 -0.51 -0.12
C 6.69619 17.58419 6.91427 0.21 -0.47 -0.77
O 6.89043 18.88839 6.26989 0.11 -0.67 1.04
C 7.90873 17.79969 9.08589 0.27 0.31 -0.13
Se 7.83792 17.78245 11.07475 0.42 -0.31 -0.45
C 5.96978 16.17454 8.83054 0.29 -0.20 -1.02
Se 7.09169 14.58878 8.40661 0.45 0.18 0.16
H 5.40359 18.29668 10.70658 0.77 -0.18 0.83
H 6.03004 19.58904 8.80320 0.35 0.28 0.46
H 4.84092 18.80883 7.94979 -0.43 -0.65 0.57
H 5.77520 17.16411 6.47229 0.28 0.37 0.03
H 7.51612 16.87456 6.62842 -0.48 0.71 0.23
H 7.50605 19.39489 6.82682 -0.23 -0.32 -0.25
H 8.35729 18.76743 8.74762 -0.46 -0.50 0.31
H 8.58472 17.01441 8.70624 -0.22 0.21 0.36
H 5.12480 15.94303 8.20743 -0.69 0.31 -0.13
H 5.62476 16.12588 9.84878 -0.02 0.15 0.41
C 12.36278 16.75816 14.93430 0.51 -0.30 -0.42
C 11.26937 16.16352 15.81826 -0.55 0.90 -0.23
P 10.66111 17.34477 17.12460 -0.62 -1.53 -0.45
C 9.36857 18.31896 16.24700 0.74 -0.55 0.35
C 8.07959 17.50725 16.08672 0.70 0.29 -1.22
C 9.73348 16.22558 18.27656 -1.44 1.60 -0.43
C 9.23477 14.90311 17.70857 0.34 -0.02 1.79
H 12.73112 15.89535 14.33707 0.32 0.75 0.32
H 13.15929 17.32549 15.46478 -0.40 -0.91 -0.06
H 11.99030 17.47907 14.20993 -0.43 -0.01 -0.08
H 11.61057 15.28740 16.33843 0.45 -0.34 0.41
H 10.46485 15.78083 15.16316 0.07 0.43 0.35
H 9.88646 18.50742 15.31615 -0.20 0.08 -0.64
H 9.25276 19.30005 16.68965 -0.19 0.06 0.45
H 8.23185 16.68846 15.36267 -0.09 0.12 0.53
H 7.32694 18.12892 15.63650 -0.45 0.31 -0.12
H 7.71791 17.14457 17.02593 -0.32 -0.30 0.34
H 8.84714 16.82233 18.61765 0.76 -0.28 -0.21
H 10.32461 16.12157 19.15356 0.70 -0.29 0.65
H 9.08184 14.92124 16.67937 -0.43 0.16 -1.75
H 8.27532 14.63707 18.18528 0.61 -0.28 -0.13
H 10.03724 14.18970 17.87910 -0.35 -0.54 0.14
```
Positions in Å, forces in eV/Å.

Summary:
frontier orbital gap: 0.240 hartree
ΔE to the lowest compared entry with this formula, charge and spin: 0.0 kJ/mol
E_tot: -10681.9637 Ha
total charge: -2